The following is a DFT calculation (ωB97M-V/def2-TZVPD) of an isolated molecule of C4H7O6P.

```
18
Properties=species:S:1:pos:R:3:forces:R:3
C -3.318048 0.064364 -0.463568 -2.6485 -1.2684 -1.9762
C -2.328737 0.179829 0.549309 3.2615 1.2247 1.6529
C -1.037082 0.484437 0.406960 -0.3137 -0.4914 -0.8339
O 0.060947 0.629528 1.233582 0.4344 0.5143 0.3124
C 0.265007 0.709608 -0.189189 -1.9527 -2.3048 -0.6357
O 0.746386 1.748615 -0.821591 -5.8007 0.5248 -0.3637
O 0.935349 -0.627336 -0.661105 0.2567 1.4931 1.4127
P 2.416085 -0.502188 -0.065405 2.0407 1.1789 -1.2405
O 2.875831 0.934409 -0.234859 0.3843 -2.6710 0.6502
O 3.380675 -1.494617 -0.843024 -0.3243 -0.6291 -0.1919
O 2.548111 -0.989020 1.435662 0.5452 -1.5803 -1.7314
H -3.813486 -0.917149 -0.478210 -0.1553 -0.0712 0.9759
H -3.083148 -0.012574 -1.532786 0.7784 1.2196 0.2791
H -4.117426 0.777824 -0.232135 0.0313 -0.0043 -0.6146
H -2.648813 0.277718 1.589473 -0.1017 -0.4840 -0.1741
H 1.632709 1.607193 -0.681607 5.3154 0.3968 0.1975
H 3.385370 -2.474193 -1.003382 -0.6148 1.5739 0.6696
H 2.100278 -0.396440 1.991879 -1.1363 1.3781 1.6115
```
Forces are in eV/Å.

Summary:
SMILES = C/C=C1/O[C@@]1(O)OP(=O)(O)O
charge = 0
E_HOMO = -9.32 eV

The following is a DFT calculation (ωB97M-V/def2-TZVPD) of a cluster of 2 separate species, C5H10NO in total.

```
17
Properties=species:S:1:pos:R:3:forces:R:3
C -0.535162 -1.104204 -0.734661 3.3377 0.2993 -2.5263
C -0.804198 -1.223344 0.642290 -0.1528 -0.8137 2.6035
C -0.710357 0.202988 0.086472 -1.7402 1.0005 -0.6422
C -1.968990 1.065269 -0.106243 -1.3442 0.4604 2.2454
C 3.155138 -0.019100 0.064772 -2.3390 -1.6573 3.2581
N 0.488786 0.876537 0.221075 1.2993 2.8998 0.0781
O 0.561971 2.077206 0.240375 -0.1586 -2.9431 0.0673
H 0.555495 -1.131644 -1.269503 -2.8362 -0.5447 1.7580
H -1.329480 -1.352435 -1.365746 -0.9973 0.2286 -1.2990
H -1.826266 -1.459316 1.079878 1.3801 0.2937 -1.0144
H 0.010250 -1.588582 1.242602 0.1135 0.2553 0.5369
H -1.805589 2.158899 -0.203516 0.3786 -0.8320 0.1428
H -2.726460 0.950375 0.779932 1.6199 0.1213 -1.3889
H -2.539358 0.782037 -0.964991 -0.0797 -0.4403 -0.6852
H 3.132516 0.013230 1.183107 0.3516 0.3160 -1.2913
H 3.607127 0.653811 -0.548422 1.1987 2.0476 -1.4078
H 2.734576 -0.901734 -0.347428 -0.0314 -0.6913 -0.4349
```
Forces are in eV/Å.

Summary:
charge = +1
E_HOMO (alpha / beta) = -15.33 / -13.60 eV
relative energy (zero: lowest compared OMol25 entry of this formula, charge and spin) = 7.836 eV